1.
This record from OMol25 describes a molecular structure, C18H14N4O2STi. The level of theory is ωB97M-V/def2-TZVPD.

The energy above the lowest of the compared OMol25 structures with the same formula, charge and spin comes out at 100.6 kJ/mol. Its lowest unoccupied orbital energy (alpha / beta) is -4.7 / -4.9 eV. The calculation puts the gap between HOMO and LUMO (alpha / beta) at 6.45 / 6.36 eV. The spin multiplicity is 2. The total charge is +1.

Structure (XYZ):
```
40
C18H14N4O2STi (ωB97M-V/def2-TZVPD)
Ti -0.610 0.054 0.476
O -1.681 -1.307 -0.131
C -2.203 -1.550 -1.354
C -3.387 -2.273 -1.458
C -3.931 -2.547 -2.695
C -3.299 -2.116 -3.865
C -2.121 -1.414 -3.771
C -1.559 -1.104 -2.523
C -0.296 -0.401 -2.481
N 0.207 0.078 -1.400
N 1.505 0.585 -1.456
C 1.991 0.653 -0.258
O 1.271 0.236 0.801
C 3.335 1.191 -0.019
C 4.024 1.834 -1.047
C 5.291 2.338 -0.811
C 5.875 2.202 0.442
C 5.191 1.561 1.466
C 3.921 1.057 1.236
H -3.856 -2.616 -0.545
H -4.853 -3.109 -2.757
H -3.728 -2.341 -4.831
H -1.606 -1.079 -4.663
H 0.291 -0.291 -3.391
H 3.558 1.933 -2.017
H 5.824 2.840 -1.607
H 6.866 2.598 0.620
H 5.650 1.452 2.439
H 3.379 0.549 2.022
S -1.631 2.204 0.847
C -2.164 1.131 2.067
N -1.171 0.507 2.831
C -1.468 -0.495 3.711
C -2.751 -0.899 3.845
C -3.725 -0.182 3.114
N -3.439 0.776 2.264
H -0.253 0.948 2.864
H -0.647 -0.915 4.275
H -3.017 -1.696 4.521
H -4.782 -0.392 3.238
```



2.
This record from OMol25 describes a molecular structure, C18H14N5O3SSe3TeTi in a non-equilibrium geometry. The level of theory is ωB97M-V/def2-TZVPD.

Its lowest unoccupied orbital energy (alpha / beta) is 0.2 / 0.2 eV. The calculation puts the gap between HOMO and LUMO (alpha / beta) at 4.73 / 4.74 eV. The total charge is -1.

Structure (XYZ):
```
46
C18H14N5O3SSe3TeTi (ωB97M-V/def2-TZVPD)
Ti -0.507 -2.175 -0.395
N -1.183 -4.266 0.396
C -1.538 -4.117 1.775
C -1.965 -5.135 2.568
C -2.229 -4.940 3.946
C -2.034 -3.722 4.514
C -1.616 -2.632 3.714
C -1.393 -1.341 4.247
C -1.033 -0.323 3.432
C -0.921 -0.576 2.046
N -1.093 -1.757 1.512
C -1.412 -2.819 2.337
H -0.240 -4.650 0.310
H -1.826 -4.858 -0.119
H -2.074 -6.120 2.130
H -2.561 -5.774 4.551
H -2.198 -3.565 5.574
H -1.516 -1.180 5.313
H -0.849 0.674 3.808
H -0.692 0.233 1.367
Se 1.663 -3.121 -0.446
Se -0.447 -5.550 -3.420
Te -0.334 -3.183 -3.024
Se -2.536 -2.572 -1.947
O 3.200 7.217 -0.395
S 3.905 6.086 -0.968
O 4.236 5.032 -0.033
O 4.950 6.426 -1.912
C 2.632 5.344 -2.027
N 2.149 6.094 -3.038
C 1.191 5.551 -3.767
C 0.673 4.284 -3.527
C 1.228 3.604 -2.472
N 2.200 4.114 -1.731
C 0.771 2.239 -2.042
C -0.423 1.676 -2.445
C -0.809 0.441 -1.953
N -0.069 -0.272 -1.089
C 1.100 0.289 -0.706
C 1.547 1.513 -1.154
H 0.811 6.149 -4.591
H -0.105 3.869 -4.154
H -1.090 2.187 -3.126
H -1.739 -0.018 -2.248
H 1.693 -0.283 -0.010
H 2.483 1.929 -0.801
```



3.
This record from OMol25 describes C18H14O2 in the gas phase. The level of theory is ωB97M-V/def2-TZVPD.

The energy above the lowest of the compared OMol25 structures with the same formula, charge and spin comes out at 0.0 kJ/mol. Its lowest unoccupied orbital energy is -0.9 eV. The calculation puts the gap between HOMO and LUMO at 8.41 eV. The total charge is 0.

Structure (XYZ):
```
34
C18H14O2 (ωB97M-V/def2-TZVPD)
O 1.924 -1.234 2.999
C 1.601 -0.981 1.860
C 0.385 -1.549 1.218
C 0.331 -1.709 -0.108
C -0.855 -2.231 -0.854
C -1.557 -1.101 -1.635
C -2.261 -0.113 -0.744
C -3.608 -0.278 -0.432
C -4.261 0.610 0.412
C -3.574 1.685 0.961
C -2.232 1.862 0.651
C -1.583 0.972 -0.194
C 1.522 -1.320 -0.940
O 1.752 -1.855 -2.002
C 2.366 -0.224 -0.384
C 3.094 0.618 -1.216
C 3.831 1.655 -0.658
C 3.861 1.826 0.723
C 3.158 0.967 1.559
C 2.397 -0.053 1.002
H -0.437 -1.842 1.859
H -1.557 -2.692 -0.160
H -0.516 -2.971 -1.580
H -0.815 -0.569 -2.237
H -2.263 -1.541 -2.338
H -4.166 -1.108 -0.851
H -5.309 0.470 0.643
H -4.087 2.377 1.615
H -1.684 2.699 1.064
H -0.537 1.147 -0.423
H 3.066 0.448 -2.285
H 4.384 2.322 -1.304
H 4.441 2.635 1.146
H 3.190 1.077 2.634
```



4.
This record from OMol25 describes a molecular structure, C18H15AsNO10S2Sc. The level of theory is ωB97M-V/def2-TZVPD.

The energy above the lowest of the compared OMol25 structures with the same formula, charge and spin comes out at 0.0 kJ/mol. Its lowest unoccupied orbital energy is 4.7 eV. The calculation puts the gap between HOMO and LUMO at 7.97 eV. The total charge is -2.

Structure (XYZ):
```
48
C18H15AsNO10S2Sc (ωB97M-V/def2-TZVPD)
Sc -0.149 -0.355 0.169
O -2.526 2.483 0.352
As -0.981 2.784 1.139
O -0.585 4.359 0.994
O 0.057 1.611 0.525
C -1.494 2.503 3.004
C -2.305 3.540 3.450
C -2.851 3.523 4.727
C -2.586 2.464 5.572
C -1.764 1.430 5.147
C -1.212 1.444 3.873
S -0.094 0.099 3.485
O -0.654 -0.524 2.260
O -0.169 -0.823 4.600
O 1.191 0.711 3.244
H -2.480 1.634 -0.141
H -2.494 4.368 2.778
H -3.485 4.341 5.051
H -3.014 2.440 6.568
H -1.530 0.591 5.788
N 1.098 -2.230 1.009
C 2.463 -1.965 1.288
C 2.931 -2.031 2.595
C 4.252 -1.726 2.881
C 5.110 -1.358 1.857
C 4.633 -1.277 0.557
C 3.307 -1.564 0.242
C 2.792 -1.436 -1.151
C 3.611 -1.886 -2.191
C 3.211 -1.767 -3.512
C 1.974 -1.190 -3.788
C 1.170 -0.756 -2.742
C 1.527 -0.860 -1.384
H 0.946 -2.768 0.161
H 0.575 -2.598 1.795
H 2.241 -2.286 3.392
H 4.599 -1.759 3.906
H 6.141 -1.104 2.073
H 5.292 -0.945 -0.236
H 4.564 -2.352 -1.960
H 3.848 -2.130 -4.311
H 1.630 -1.094 -4.812
H 0.198 -0.341 -2.999
O -3.704 -1.490 -0.507
S -2.401 -1.367 -1.119
O -2.335 -1.760 -2.509
O -1.872 0.086 -0.965
O -1.337 -2.078 -0.297
```



5.
This record from OMol25 describes a molecular structure, C18H15BCl50PS2 in a non-equilibrium geometry. The level of theory is ωB97M-V/def2-TZVPD.

Its lowest unoccupied orbital energy is 1.4 eV. The calculation puts the gap between HOMO and LUMO at 6.34 eV. The total charge is -1.

Structure (XYZ):
```
87
C18H15BCl50PS2 (ωB97M-V/def2-TZVPD)
C 3.936 -1.048 -1.228
C 3.319 0.428 -1.590
C 2.240 1.016 -0.505
Cl 2.853 0.922 1.274
B 0.781 0.194 -0.498
S 0.939 -1.039 0.960
C 0.440 -0.543 -1.930
C -1.105 -1.072 -2.085
C -1.447 -2.426 -1.192
Cl -1.289 -1.604 -3.890
P -0.552 1.571 -0.140
S -0.555 2.979 -1.535
H 3.168 -1.804 -0.756
H 4.268 -1.538 -2.265
H 4.923 -1.009 -0.567
H 2.923 0.457 -2.714
H 4.243 1.184 -1.580
H 2.107 2.166 -0.724
H -0.311 -0.925 1.614
H 1.191 -1.431 -2.196
H 0.605 0.281 -2.776
H -1.924 -0.215 -1.951
H -2.173 -3.176 -1.721
H -0.448 -2.998 -0.879
H -1.893 -2.023 -0.163
H -1.904 1.029 -0.071
H -0.265 2.133 1.179
C 2.127 -4.779 -2.499
Cl 3.109 -6.170 -3.023
Cl 2.590 -4.315 -0.842
Cl 2.407 -3.406 -3.600
Cl 0.402 -5.224 -2.531
C -0.873 0.331 4.879
Cl -2.026 1.611 5.333
Cl -0.429 -0.608 6.327
Cl -1.627 -0.750 3.679
Cl 0.589 1.068 4.178
C -5.073 0.177 0.874
Cl -6.109 1.622 0.988
Cl -6.034 -1.274 1.256
Cl -4.424 0.040 -0.780
Cl -3.726 0.319 2.031
C 0.291 6.962 -2.205
Cl -0.114 5.609 -3.291
Cl -0.488 8.452 -2.795
Cl -0.291 6.599 -0.560
Cl 2.058 7.189 -2.172
C 1.191 -9.640 -2.728
Cl 1.422 -8.598 -1.301
Cl 0.664 -11.259 -2.203
Cl -0.049 -8.927 -3.789
Cl 2.728 -9.776 -3.619
C 0.591 4.622 6.855
Cl 0.187 2.920 7.193
Cl 1.918 5.141 7.924
Cl 1.100 4.785 5.155
Cl -0.840 5.641 7.147
C -7.209 4.169 -2.114
Cl -5.960 2.986 -1.649
Cl -8.452 3.362 -3.102
Cl -7.962 4.844 -0.647
Cl -6.461 5.483 -3.056
C -2.352 9.693 0.778
Cl -3.505 10.974 1.232
Cl -1.908 8.755 2.226
Cl -3.106 8.613 -0.422
Cl -0.890 10.431 0.077
C 1.248 -7.134 -7.398
Cl 2.230 -8.525 -7.922
Cl 1.711 -6.670 -5.741
Cl 1.527 -5.761 -8.499
Cl -0.477 -7.579 -7.430
C -5.952 2.100 6.977
Cl -7.701 2.167 7.310
Cl -5.212 3.671 7.375
Cl -5.207 0.823 7.972
Cl -5.689 1.739 5.252
C 7.248 -2.813 -2.066
Cl 8.133 -3.784 -3.269
Cl 5.689 -3.596 -1.702
Cl 8.214 -2.692 -0.573
Cl 6.955 -1.181 -2.718
C 3.948 -1.990 4.231
Cl 2.520 -1.708 5.258
Cl 3.427 -2.635 2.654
Cl 4.816 -0.454 3.986
Cl 5.029 -3.163 5.025
```



6.
This record from OMol25 describes a molecular structure, C18H15Br4IrO7Se2 in a non-equilibrium geometry. The level of theory is ωB97M-V/def2-TZVPD.

The energy above the lowest of the compared OMol25 structures with the same formula, charge and spin comes out at 140.5 kJ/mol. Its lowest unoccupied orbital energy is 4.0 eV. The calculation puts the gap between HOMO and LUMO at 5.97 eV. The total charge is -2.

Structure (XYZ):
```
47
C18H15Br4IrO7Se2 (ωB97M-V/def2-TZVPD)
Ir 0.299 -0.122 -0.737
Br 5.183 1.675 4.090
C 4.042 0.623 3.003
C 3.769 -0.694 3.340
Br 4.568 -1.472 4.876
C 2.896 -1.446 2.543
Br 2.484 -3.250 2.958
C 2.254 -0.908 1.419
O 1.387 -1.537 0.711
C 2.609 0.437 1.030
O 2.092 0.911 -0.064
C 3.464 1.171 1.849
Br 3.816 2.958 1.318
O -0.286 2.821 -5.145
C -0.458 3.163 -3.775
C -1.683 2.511 -3.124
C -2.932 3.037 -3.859
O -4.171 2.636 -3.285
C -1.680 0.983 -3.265
Se 0.069 0.055 -3.216
C -1.768 2.941 -1.664
Se -0.282 2.412 -0.471
H 0.023 1.905 -5.157
H -0.570 4.252 -3.743
H 0.425 2.890 -3.194
H -2.875 2.721 -4.908
H -2.937 4.131 -3.837
H -4.136 1.690 -3.096
H -2.114 0.694 -4.226
H -2.263 0.526 -2.465
H -2.690 2.570 -1.224
H -1.785 4.034 -1.611
O -5.282 -2.178 -1.612
C -5.009 -0.988 -1.058
C -6.034 -0.049 -0.924
C -5.788 1.173 -0.325
C -4.518 1.486 0.148
C -3.494 0.566 -0.005
C -3.715 -0.665 -0.611
C -2.595 -1.666 -0.771
O -2.892 -2.789 -1.229
O -1.435 -1.325 -0.397
H -4.396 -2.661 -1.576
H -7.018 -0.311 -1.294
H -6.594 1.891 -0.225
H -4.327 2.437 0.629
H -2.490 0.792 0.337
```



7.
This record from OMol25 describes C18H15BrN2O4 in the gas phase. The level of theory is ωB97M-V/def2-TZVPD.

The energy above the lowest of the compared OMol25 structures with the same formula, charge and spin comes out at 32.8 kJ/mol. Its lowest unoccupied orbital energy is -0.4 eV. The calculation puts the gap between HOMO and LUMO at 8.00 eV. The total charge is 0.

Structure (XYZ):
```
40
C18H15BrN2O4 (ωB97M-V/def2-TZVPD)
C 1.032 2.522 2.476
C 0.498 1.141 2.136
O -0.808 1.304 1.601
C -1.431 0.229 1.044
C -0.929 -1.055 0.974
C -1.645 -2.067 0.321
C -1.055 -3.380 0.102
C 0.244 -3.577 -0.199
C 0.773 -4.869 -0.386
N 1.209 -5.915 -0.562
C 1.215 -2.427 -0.338
O 2.201 -2.311 0.350
N 0.812 -1.550 -1.303
C 1.177 -0.198 -1.407
C 0.269 0.677 -1.993
C 0.542 2.029 -2.059
C 1.729 2.527 -1.534
O 2.030 3.853 -1.553
C 2.644 1.649 -0.960
C 2.375 0.297 -0.899
C -2.912 -1.792 -0.183
C -3.418 -0.507 -0.099
Br -5.123 -0.101 -0.826
C -2.694 0.521 0.488
O -3.191 1.772 0.530
H 0.368 3.021 3.178
H 1.111 3.124 1.575
H 2.016 2.428 2.923
H 0.448 0.512 3.034
H 1.147 0.659 1.396
H 0.015 -1.292 1.436
H -1.721 -4.232 0.150
H -0.036 -1.785 -1.801
H -0.663 0.299 -2.391
H -0.174 2.701 -2.513
H 1.337 4.344 -2.010
H 3.564 2.046 -0.563
H 3.084 -0.377 -0.448
H -3.487 -2.563 -0.672
H -2.553 2.339 0.987
```



8.
This record from OMol25 describes 2 unconnected molecules or ions with the total composition C18H15Cl6NO in a non-equilibrium geometry. The level of theory is ωB97M-V/def2-TZVPD.

The energy above the lowest of the compared OMol25 structures with the same formula, charge and spin comes out at 0.0 kJ/mol. Its lowest unoccupied orbital energy is -2.4 eV. The calculation puts the gap between HOMO and LUMO at 3.24 eV. The total charge is 0.

Structure (XYZ):
```
41
C18H15Cl6NO (ωB97M-V/def2-TZVPD)
Cl 0.645 0.253 0.263
C 2.412 3.058 -0.052
Cl 3.577 2.302 -0.931
C 1.367 3.710 -0.821
O 1.050 3.331 -1.928
C 0.771 4.920 -0.175
Cl -0.202 5.919 -1.151
C 1.075 5.286 1.121
Cl 0.569 6.803 1.762
C 1.915 4.419 1.898
Cl 2.370 4.912 3.477
C 2.516 3.280 1.307
Cl 3.453 2.250 2.265
C 3.208 -4.406 -0.573
C 2.892 -3.994 0.739
C 1.886 -3.076 0.966
C 1.149 -2.543 -0.106
C 0.108 -1.504 0.140
C -0.984 -1.357 -0.805
N -2.163 -0.909 -0.440
C -3.172 -0.675 -1.456
C -4.371 -0.067 -0.698
C -4.006 -0.051 0.782
C -2.583 -0.663 0.916
C 1.439 -2.976 -1.416
C 2.458 -3.884 -1.635
H 4.021 -5.089 -0.753
H 3.465 -4.392 1.573
H 1.641 -2.738 1.979
H -0.029 -1.217 1.194
H -0.744 -1.469 -1.863
H -2.785 -0.011 -2.251
H -3.472 -1.624 -1.941
H -4.573 0.931 -1.079
H -5.238 -0.688 -0.885
H -4.006 0.959 1.191
H -4.692 -0.660 1.366
H -2.647 -1.604 1.495
H -1.878 0.006 1.441
H 0.863 -2.558 -2.251
H 2.696 -4.184 -2.664
```



9.
This record from OMol25 describes 4 unconnected molecules or ions with the total composition C18H15ClN3O6 in a non-equilibrium geometry. The level of theory is ωB97M-V/def2-TZVPD.

Its lowest unoccupied orbital energy is 1.5 eV. The calculation puts the gap between HOMO and LUMO at 6.57 eV. The total charge is -1.

Structure (XYZ):
```
43
C18H15ClN3O6 (ωB97M-V/def2-TZVPD)
Cl -23.553 -15.614 16.423
C -20.483 -19.337 17.209
C -20.444 -20.289 18.193
C -20.882 -19.919 19.480
C -21.510 -18.704 19.714
C -21.679 -17.818 18.636
C -21.073 -18.101 17.387
N -22.183 -18.402 20.970
O -22.897 -17.426 21.075
O -22.037 -19.259 21.876
H -20.090 -19.508 16.218
H -20.109 -21.293 17.978
H -20.823 -20.714 20.208
H -22.303 -16.941 18.726
H -21.232 -17.455 16.536
C -22.549 -12.880 19.683
C -21.889 -12.224 20.729
C -20.821 -11.343 20.460
C -20.370 -11.180 19.144
C -21.041 -11.907 18.120
C -22.101 -12.744 18.366
N -19.352 -10.168 18.840
O -18.847 -9.463 19.645
O -18.901 -10.196 17.672
H -23.398 -13.484 19.965
H -22.259 -12.335 21.737
H -20.259 -10.841 21.234
H -20.760 -11.784 17.085
H -22.535 -13.340 17.577
C -22.301 -10.603 14.311
C -22.770 -11.862 14.735
C -23.996 -12.306 14.374
C -24.824 -11.572 13.534
C -24.335 -10.326 13.086
C -23.124 -9.774 13.490
N -26.213 -12.012 13.161
O -26.673 -12.955 13.820
O -26.772 -11.404 12.297
H -21.262 -10.376 14.501
H -22.151 -12.470 15.378
H -24.240 -13.244 14.849
H -24.910 -9.694 12.426
H -22.767 -8.818 13.136
```



10.
This record from OMol25 describes a molecular structure, C18H15N2NiOS3Se3Te. The level of theory is ωB97M-V/def2-TZVPD.

The energy above the lowest of the compared OMol25 structures with the same formula, charge and spin comes out at 10.3 kJ/mol. Its lowest unoccupied orbital energy (alpha / beta) is 2.1 / 2.1 eV. The calculation puts the gap between HOMO and LUMO (alpha / beta) at 5.74 / 5.74 eV. The total charge is -1.

Structure (XYZ):
```
44
C18H15N2NiOS3Se3Te (ωB97M-V/def2-TZVPD)
Ni 0.581 0.366 -0.272
Se -3.040 -2.399 -0.045
Se -2.866 -0.523 1.358
Te -1.927 0.928 -0.527
Se -0.209 2.463 0.410
C 0.351 0.186 3.582
C 0.563 -1.062 2.796
N 0.644 -1.096 1.503
C 0.758 -2.381 1.032
C 0.789 -3.347 1.983
S 0.646 -2.618 3.524
C 0.802 -2.522 -0.422
C 0.976 -3.638 -1.169
S 0.892 -3.233 -2.828
C 0.658 -1.591 -2.438
N 0.634 -1.368 -1.156
C 0.475 -0.520 -3.456
H 0.524 1.040 2.931
H 1.012 0.231 4.448
H -0.685 0.233 3.924
H 0.835 -4.414 1.850
H 1.107 -4.650 -0.828
H 0.911 -0.802 -4.413
H 0.953 0.389 -3.090
H -0.590 -0.323 -3.592
C 8.424 -2.184 -3.429
C 9.640 -1.336 -3.154
O 10.737 -1.630 -3.560
S 9.494 0.190 -2.237
C 7.776 0.311 -1.831
C 6.890 0.924 -2.714
C 5.543 1.006 -2.413
C 5.035 0.482 -1.216
C 5.942 -0.112 -0.326
C 7.289 -0.192 -0.628
C 3.643 0.546 -0.915
C 2.453 0.619 -0.658
H 8.742 -3.225 -3.411
H 8.081 -1.948 -4.438
H 7.604 -2.015 -2.739
H 7.263 1.332 -3.645
H 4.856 1.481 -3.102
H 5.565 -0.511 0.606
H 7.975 -0.656 0.071
```